This record from the OMol25 dataset describes a structure of composition C11H8N5PtSbSe4. The level of theory is wB97M-V/def2-TZVPD.

- E_tot (eV) = -290153.2158
- 2S+1 = 5
- ⟨S²⟩ = 6.024
- total charge = 0

Positions of all 30 atoms, in Å:
Pt (0.67403, -0.23254, 0.40100)
C (-2.20924, -2.01723, -3.36148)
C (-0.87261, -2.37152, -3.27689)
C (-0.06230, -1.71541, -2.36772)
N (-0.51178, -0.74753, -1.56534)
C (-1.79590, -0.40089, -1.66047)
C (-2.67563, -1.00351, -2.54147)
H (-2.87277, -2.52273, -4.05025)
H (-0.45335, -3.15095, -3.89738)
H (0.98147, -1.96809, -2.28120)
H (-2.13939, 0.38716, -1.00284)
H (-3.70778, -0.68484, -2.57283)
N (-0.30342, -1.90300, 1.29509)
C (-0.49375, -2.39518, 2.33732)
C (-0.72134, -3.00925, 3.54016)
C (0.21973, -3.96799, 3.99081)
N (0.99625, -4.74824, 4.33500)
C (-1.87332, -2.71677, 4.30828)
N (-2.81072, -2.48289, 4.93738)
C (4.81721, -2.29164, -0.12856)
C (3.51921, -1.73080, -0.42789)
N (2.48849, -1.27320, -0.64214)
H (5.29538, -2.64638, -1.04006)
H (4.70270, -3.12354, 0.56545)
H (5.44244, -1.52476, 0.32856)
Se (1.76680, 4.49651, 2.65214)
Sb (0.75050, 2.29007, 2.78901)
Se (-0.84876, 1.77302, 0.88115)
Se (-0.16319, 1.71060, 4.99424)
Se (2.41860, 0.47139, 2.07469)